[1]
{
  "formula": "C4H9N4",
  "method": "wB97M-V/def2-TZVPD",
  "elements": ["C", "C", "C", "C", "N", "N", "N", "N", "H", "H", "H", "H", "H", "H", "H", "H", "H"],
  "xyz": [[-0.109575, 0.796488, -0.333358], [3.062912, -0.357283, 0.646262], [-3.601064, 0.104853, 0.116723], [2.114734, -0.363410, -0.548158], [-1.388979, 0.862807, -0.061681], [-1.801830, -1.353506, 0.292075], [0.738702, -0.128645, -0.317644], [-2.156409, -0.222494, 0.091652], [0.121699, 1.769788, -0.662596], [3.404507, -1.296000, 0.920066], [2.479527, 0.264352, 1.334080], [3.995717, 0.165082, 0.485480], [-4.324853, -0.622958, 0.446692], [-3.425123, 0.925244, 0.828255], [-3.701035, 0.684886, -0.750656], [1.993432, -1.408953, -0.933205], [2.597633, 0.179748, -1.553995]],
  "forces_ev_per_angstrom": [[0.2, -0.7, -0.1], [-1.2, 2.8, -0.5], [1.1, 2.4, 1.9], [1.3, -1.1, -3.9], [-0.8, 1.6, -0.2], [1.7, 0.5, -0.5], [-0.4, -0.6, 1.0], [-0.4, -3.4, 0.2], [1.0, 1.6, -0.5], [-0.2, -1.9, 1.1], [0.7, -0.7, 0.9], [0.0, 0.6, -0.6], [0.3, -0.5, -0.3], [-1.3, -0.2, 0.5], [-0.9, 0.1, -1.7], [0.7, 0.4, 0.1], [-1.6, -0.8, 2.5]],
  "lumo_energy_ev": [-8.0932, -8.1286],
  "gap_ev": [6.534, 5.946],
  "relative_energy_kj_mol": 836.1,
  "charge": 1,
  "energy_ev": -10239.3325
}

[2]
{
  "formula": "C9H21ClSi",
  "method": "wB97M-V/def2-TZVPD",
  "elements": ["C", "C", "C", "Si", "Cl", "C", "C", "C", "C", "C", "C", "H", "H", "H", "H", "H", "H", "H", "H", "H", "H", "H", "H", "H", "H", "H", "H", "H", "H", "H", "H", "H"],
  "xyz": [[-3.524152, 1.372103, 0.634444], [-2.589822, 0.176705, 0.700082], [-1.263676, 0.669727, 0.080227], [0.211630, -0.524119, 0.205359], [0.004897, -1.903078, 1.652242], [0.147994, -1.668808, -1.321987], [-1.200087, -2.308762, -1.717863], [1.906507, 0.327157, 0.440982], [1.864894, 1.262524, -0.861691], [1.938748, 1.169229, 1.700636], [3.143506, -0.466389, 0.152007], [-3.631206, 1.757108, -0.303676], [-4.664793, 1.098034, 0.947993], [-3.301430, 2.191048, 1.409150], [-2.641141, -0.208942, 1.786523], [-2.930291, -0.622009, 0.195951], [-1.183549, 1.506218, 0.676391], [-1.573095, 0.855392, -0.874135], [0.431569, -1.316724, -2.287523], [0.880462, -2.612891, -1.227654], [-1.222983, -3.172221, -1.080287], [-1.919162, -1.541208, -1.465577], [-1.162934, -2.446797, -2.694590], [1.900532, 0.747928, -1.842445], [1.108331, 2.015148, -0.776507], [2.837655, 1.925067, -0.784717], [1.777559, 0.503773, 2.658044], [1.331532, 1.955532, 1.772888], [2.883782, 1.451214, 1.931613], [3.122661, -1.475646, 0.743973], [3.345316, -0.787091, -0.827203], [3.970750, 0.070791, 0.377347]],
  "forces_ev_per_angstrom": [[-3.3, -0.8, 4.4], [0.3, 1.8, 3.3], [0.2, -3.2, 3.0], [0.6, 0.0, -1.9], [-0.4, -0.8, 1.4], [1.9, -2.3, -0.2], [0.8, 1.8, 5.3], [-1.7, 1.1, -3.1], [2.6, 1.5, 1.2], [0.2, -5.7, 1.7], [-2.0, -4.3, 2.4], [0.0, 1.3, -2.6], [2.5, 0.3, -0.7], [0.2, -1.1, -1.3], [1.0, 0.7, -1.4], [-1.6, -2.7, -2.1], [1.2, 2.5, 0.6], [-0.1, 0.9, -2.8], [1.0, 1.4, -0.4], [-1.1, 2.2, 0.3], [-1.1, -0.6, -0.2], [-0.9, -0.4, -0.1], [-0.3, -1.3, -4.3], [-0.3, 0.2, 0.7], [-0.9, 0.3, -0.4], [-1.5, -1.3, -0.4], [-0.3, 0.9, -1.7], [-2.7, 3.1, -0.1], [3.2, 1.4, 0.2], [0.4, 1.8, -0.6], [-0.6, -0.3, -1.7], [2.7, 1.7, 1.3]],
  "lumo_energy_ev": 0.7592,
  "gap_ev": 10.328,
  "relative_energy_kj_mol": 271.1,
  "energy_ev": -30072.8347
}

[3]
{
  "formula": "C14H28O10S3",
  "method": "wB97M-V/def2-TZVPD",
  "elements": ["C", "C", "C", "O", "O", "C", "S", "O", "C", "C", "O", "C", "C", "H", "H", "H", "H", "H", "H", "H", "H", "H", "H", "H", "H", "C", "C", "O", "S", "C", "O", "O", "H", "H", "H", "H", "H", "H", "H", "H", "C", "C", "O", "S", "C", "O", "O", "H", "H", "H", "H", "H", "H", "H", "H"],
  "xyz": [[-1.076649, 3.228217, 0.993645], [-0.565913, 2.348584, 0.358070], [0.276882, 1.368663, -0.304586], [0.305364, 0.231934, 0.077441], [0.986678, 1.711774, -1.412586], [1.564825, 3.018247, -1.480813], [2.558730, 3.457181, -0.017532], [0.648132, 4.032694, -1.670071], [0.098896, 4.069809, -2.980612], [-1.146550, 3.225443, -3.183370], [-2.202946, 3.780964, -2.430743], [-3.274286, 2.882832, -2.171564], [-3.951987, 3.271014, -0.852598], [-1.667964, 3.971480, 1.473173], [2.237198, 2.974594, -2.338207], [2.859807, 2.219103, 0.418176], [-0.183387, 5.106419, -3.163099], [0.836621, 3.795939, -3.743142], [-0.987076, 2.168295, -2.962305], [-1.395855, 3.288642, -4.254587], [-2.909212, 1.856122, -2.101124], [-4.001590, 2.964869, -2.984158], [-3.626388, 4.259958, -0.532639], [-3.694599, 2.576086, -0.053677], [-5.037565, 3.290466, -0.941422], [2.654217, -1.368454, 1.522492], [3.041963, -1.934895, 0.173678], [4.473123, -1.964207, -0.033209], [5.310283, -3.086482, 0.725540], [6.808252, -2.898372, -0.180275], [4.730398, -4.363542, 0.442566], [5.531129, -2.680632, 2.079491], [2.977342, -2.012725, 2.339394], [1.574166, -1.260362, 1.578314], [3.115916, -0.391345, 1.675183], [2.633915, -2.936244, 0.026972], [2.656579, -1.300624, -0.622246], [6.633189, -3.182214, -1.214077], [7.538840, -3.560525, 0.278831], [7.136172, -1.865363, -0.103909], [-2.454360, -1.413014, 0.055912], [-1.715366, -1.891599, 1.291059], [-2.621713, -2.275726, 2.350632], [-3.397725, -3.657436, 2.200525], [-3.966661, -3.775924, 3.862337], [-2.446754, -4.694254, 1.938789], [-4.523251, -3.480060, 1.334832], [-3.020559, -2.221371, -0.405038], [-1.747870, -1.029796, -0.678154], [-3.160853, -0.623658, 0.317030], [-1.044769, -2.721548, 1.061479], [-1.115654, -1.084752, 1.702786], [-3.109912, -3.885364, 4.521096], [-4.603692, -4.655930, 3.915141], [-4.537533, -2.882889, 4.101155]],
  "forces_ev_per_angstrom": [[-0.4, -0.4, -0.3], [0.6, 0.5, 0.0], [-0.4, -0.4, 0.2], [0.1, -0.1, -0.2], [0.1, 0.2, 0.5], [0.1, 0.2, -0.3], [-0.1, 0.2, 0.3], [0.2, -0.3, 0.2], [-0.5, 0.1, -0.4], [-0.2, 0.4, -0.4], [0.3, -0.4, 0.4], [-0.3, 0.5, 0.3], [0.0, -0.1, 0.1], [0.2, 0.1, 0.1], [-0.1, -0.3, -0.1], [-0.1, 0.0, -0.3], [0.0, 0.0, 0.1], [0.1, -0.1, 0.2], [0.0, 0.0, 0.2], [0.1, -0.1, 0.0], [0.1, -0.1, -0.2], [0.1, -0.2, -0.1], [0.0, 0.1, -0.2], [0.0, 0.0, 0.0], [0.0, 0.0, 0.0], [0.2, -0.1, 0.2], [-0.5, 0.0, 0.1], [0.2, 0.0, 0.0], [0.0, 0.3, -0.2], [0.0, 0.0, -0.1], [0.0, -0.1, 0.1], [0.0, -0.1, 0.0], [0.0, 0.0, 0.0], [0.0, 0.0, -0.1], [-0.1, 0.0, 0.0], [0.1, 0.0, 0.0], [0.1, 0.0, -0.1], [0.0, 0.0, 0.0], [0.0, 0.0, 0.0], [0.0, 0.0, 0.0], [-0.2, -0.2, 0.0], [0.2, 0.2, -0.5], [-0.1, -0.1, 0.1], [0.1, 0.3, 0.2], [0.0, 0.0, 0.0], [0.0, -0.1, -0.1], [0.0, -0.1, 0.0], [0.0, 0.0, 0.0], [0.1, 0.0, 0.1], [0.0, 0.0, 0.0], [-0.1, -0.1, 0.1], [-0.1, 0.0, 0.2], [0.0, 0.0, 0.0], [0.0, 0.0, 0.0], [0.0, 0.0, 0.0]],
  "lumo_energy_ev": -0.0906,
  "gap_ev": 9.849,
  "energy_ev": -67948.6596
}

[4]
{
  "formula": "C21H21NO6",
  "method": "wB97M-V/def2-TZVPD",
  "elements": ["C", "C", "O", "C", "C", "C", "C", "C", "C", "N", "C", "O", "C", "C", "C", "C", "C", "O", "O", "C", "C", "C", "O", "C", "C", "O", "C", "C", "H", "H", "H", "H", "H", "H", "H", "H", "H", "H", "H", "H", "H", "H", "H", "H", "H", "H", "H", "H", "H"],
  "xyz": [[-0.212931, -6.420110, -2.169012], [1.068929, -6.243372, -1.358716], [0.929075, -5.307678, -0.312496], [0.925429, -3.974685, -0.592543], [1.166381, -3.399091, -1.827042], [1.162538, -2.018153, -1.982140], [0.923024, -1.192523, -0.903792], [0.882861, 0.303325, -1.037512], [-0.572432, 0.792986, -1.080025], [-0.656372, 2.217146, -0.847077], [-0.625811, 3.172772, -1.850495], [-0.569787, 2.940892, -3.029981], [-0.686663, 4.482646, -1.146795], [-0.696639, 5.770757, -1.641944], [-0.759095, 6.811917, -0.724687], [-0.811119, 6.564781, 0.646280], [-0.875963, 7.733309, 1.562267], [-0.889230, 8.881299, 1.198419], [-0.918860, 7.387467, 2.853954], [-0.802533, 5.257906, 1.144537], [-0.739239, 4.232315, 0.228263], [-0.713475, 2.760530, 0.427905], [-0.740926, 2.124676, 1.449917], [0.675161, -1.762483, 0.344248], [0.671234, -3.133586, 0.517240], [0.439897, -3.771889, 1.694084], [0.185189, -2.997305, 2.847704], [-0.038999, -3.957197, 4.005614], [-1.025161, -6.712997, -1.508705], [-0.069881, -7.193102, -2.919296], [-0.490818, -5.492794, -2.663714], [1.909630, -5.976693, -2.012101], [1.314974, -7.179968, -0.849991], [1.366587, -4.013443, -2.690271], [1.353531, -1.596021, -2.957235], [1.401281, 0.626147, -1.941303], [1.372270, 0.758474, -0.172854], [-1.018602, 0.581509, -2.053555], [-1.148601, 0.298870, -0.293846], [-0.656447, 5.955707, -2.703811], [-0.768411, 7.839969, -1.054881], [-0.960372, 8.181409, 3.409906], [-0.843788, 5.065059, 2.204474], [0.488422, -1.106255, 1.179843], [-0.705951, -2.371570, 2.696489], [1.040819, -2.340633, 3.060094], [-0.883111, -4.606004, 3.789600], [0.842763, -4.575282, 4.149003], [-0.238780, -3.399034, 4.915980]],
  "forces_ev_per_angstrom": [[0.3, 0.2, 0.3], [-0.1, -0.3, -0.4], [-0.1, 0.3, 0.2], [0.0, 0.0, 0.2], [0.0, -0.3, 0.1], [0.0, 0.2, 0.1], [0.1, 0.0, -0.2], [-0.2, -0.1, 0.0], [0.2, -0.2, 0.0], [-0.1, -0.3, -0.1], [0.0, -0.1, -0.1], [0.0, 0.1, 0.0], [0.0, 0.4, 0.6], [0.0, -0.2, 0.0], [0.0, 0.0, 0.1], [0.0, -0.3, 0.0], [0.0, 0.6, -0.1], [0.0, -0.1, 0.0], [0.0, -0.4, 0.5], [0.0, 0.0, -0.1], [0.0, 0.4, -0.5], [0.0, 0.0, 0.0], [0.0, 0.0, 0.1], [0.0, -0.2, 0.1], [0.0, -0.2, -0.1], [0.1, -0.1, -0.3], [-0.1, 0.2, 0.4], [0.1, 0.2, -0.4], [-0.1, 0.0, 0.0], [0.0, -0.1, -0.1], [-0.1, 0.0, -0.1], [0.0, 0.0, 0.1], [0.0, 0.1, -0.1], [0.0, -0.1, 0.0], [0.0, 0.1, -0.1], [0.0, 0.0, 0.0], [0.0, 0.0, 0.0], [0.0, 0.0, 0.1], [0.0, 0.1, -0.1], [0.0, 0.0, -0.1], [0.0, 0.1, 0.0], [0.0, 0.0, -0.3], [0.0, 0.0, 0.1], [0.0, 0.0, 0.2], [0.1, 0.0, 0.0], [-0.1, 0.0, -0.1], [-0.1, -0.1, 0.0], [0.1, -0.1, 0.1], [0.0, 0.0, 0.1]],
  "lumo_energy_ev": -0.8402,
  "gap_ev": 7.081,
  "relative_energy_kj_mol": 43.6,
  "energy_ev": -35894.2610
}

[5]
{
  "formula": "C4H5NO2",
  "method": "wB97M-V/def2-TZVPD",
  "elements": ["O", "C", "N", "C", "C", "O", "C", "H", "H", "H", "H", "H"],
  "xyz": [[1.007831, 2.127206, 0.972864], [0.544562, 1.172748, 0.397507], [1.252149, 0.035535, 0.020353], [0.408383, -1.054068, -0.436429], [-0.976688, -0.581001, -0.038491], [-1.119477, -0.044783, 1.270413], [-0.927798, 0.858126, 0.173014], [2.159057, 0.192485, -0.387501], [0.663738, -2.013273, 0.027590], [0.448019, -1.173789, -1.528918], [-1.861841, -1.134957, -0.323001], [-1.735161, 1.535257, -0.109033]],
  "forces_ev_per_angstrom": [[-0.1, 0.0, -0.7], [0.1, 0.3, -0.1], [-0.1, 0.3, -0.2], [-0.1, -0.1, 0.0], [-0.1, -0.3, -0.2], [-0.4, -0.5, 0.4], [-0.1, 0.1, 0.4], [0.2, -0.2, 0.3], [0.1, 0.2, 0.0], [-0.1, 0.0, 0.2], [0.1, 0.1, -0.5], [0.4, 0.1, 0.3]],
  "lumo_energy_ev": 0.8157,
  "gap_ev": 10.445,
  "relative_energy_kj_mol": 154.5,
  "energy_ev": -9812.7138
}

[6]
{
  "formula": "C4H6N2",
  "method": "wB97M-V/def2-TZVPD",
  "elements": ["N", "C", "C", "N", "C", "C", "H", "H", "H", "H", "H", "H"],
  "xyz": [[1.115902, -1.928444, -0.844020], [0.037750, -2.055647, -0.425402], [-1.021811, -1.055802, -0.095369], [-0.542986, 0.315405, -0.007753], [0.498832, 0.785281, -0.874369], [0.714738, 0.717566, 0.612353], [-1.715190, -1.159489, -0.929760], [-1.489928, -1.379961, 0.821487], [0.299266, 1.757216, -1.361167], [1.362240, -0.354676, -1.679154], [1.424753, -0.040963, 0.935006], [0.657809, 1.564322, 1.305481]],
  "forces_ev_per_angstrom": [[0.2, -1.8, -0.2], [1.4, 1.8, -0.3], [-0.5, -0.5, 0.2], [0.4, -0.6, -0.7], [1.5, -1.3, -1.1], [0.2, -0.3, -0.1], [-0.3, 0.3, 0.2], [-0.4, 0.3, 0.3], [0.3, -0.9, 0.0], [-2.5, 3.2, 2.4], [-0.2, -0.1, -0.1], [-0.1, -0.1, -0.5]],
  "lumo_energy_ev": 0.5894,
  "gap_ev": 10.410,
  "relative_energy_kj_mol": 469.3,
  "energy_ev": -7220.7270
}

[7]
{
  "formula": "C2H4O4",
  "method": "wB97M-V/def2-TZVPD",
  "elements": ["O", "C", "O", "H", "H", "O", "C", "O", "H", "H"],
  "xyz": [[-1.461671, -2.657594, 1.258585], [-0.997799, -1.533139, 0.992133], [-1.484539, -0.686885, 0.121059], [-0.411734, -1.123921, 1.930808], [-1.854422, -1.172671, -0.693245], [0.998864, 0.124613, -0.311784], [0.854989, 1.249851, -0.644353], [1.870148, 1.966040, -1.349565], [-0.084545, 1.747712, -0.556386], [2.570712, 2.085991, -0.747254]],
  "forces_ev_per_angstrom": [[1.4, 2.0, -2.0], [-1.6, -2.7, 5.4], [-0.3, -0.3, -2.6], [-0.4, 0.2, -2.6], [0.5, 0.7, 1.9], [0.7, -0.2, 0.4], [1.8, -0.2, -1.5], [-3.1, -0.4, 0.1], [-0.7, 0.9, -0.1], [1.7, 0.0, 1.0]],
  "lumo_energy_ev": 0.6293,
  "gap_ev": 10.988,
  "relative_energy_kj_mol": 178.5,
  "energy_ev": -10327.5497
}